Record 1
The following is a quantum chemistry calculation of a molecular structure, C22H19N3O4, from OMol25.

Cartesian coordinates (Å):
C: 5.192 -3.145 -0.345
H: -0.374 3.498 -0.198
N: 1.109 1.847 -0.026
H: -5.884 -2.663 -1.404
H: 3.494 -4.550 -0.347
C: 3.436 -0.971 -0.146
C: -2.500 1.951 0.455
H: -3.903 -1.663 1.706
H: 5.933 -3.835 -0.261
C: 4.993 0.572 -0.173
H: -3.273 -2.599 -1.538
C: -4.787 0.971 0.681
C: -2.832 -1.404 1.360
C: 3.797 0.972 -0.250
H: -3.072 2.899 0.226
C: 5.741 -1.825 -0.107
O: -5.252 -1.145 -0.605
N: 2.097 2.970 -0.178
H: 1.878 3.991 -0.378
H: -3.472 -1.212 -2.512
C: -1.783 -2.099 1.766
C: -0.182 -0.788 1.085
O: -5.350 0.861 -1.398
H: 0.364 -2.737 1.860
H: -5.866 -1.051 -2.397
C: -0.527 -1.997 1.527
H: 5.967 1.162 -0.148
C: -0.213 2.566 0.038
H: -5.192 1.831 0.897
C: -2.530 -0.108 1.380
C: 4.996 -0.682 -0.323
O: 2.826 0.317 -0.585
H: 6.757 -1.747 -0.066
C: 3.383 2.537 -0.482
C: 3.739 -3.257 -0.164
H: -4.034 -2.805 -3.095
C: -5.263 -1.726 -1.669
C: -1.155 0.294 0.915
H: 0.722 -0.286 1.180
H: -5.272 0.400 1.542
C: -3.999 -2.025 -2.174
C: -5.208 0.262 -0.502
H: -2.163 -3.180 2.148
N: -3.382 0.988 0.765
O: 4.151 3.398 -0.405
H: 1.983 -2.431 -0.421
C: 2.959 -2.187 -0.299
C: -1.272 1.827 0.494

Cartesian forces, eV/Å:
-3.485 5.195 2.864
-0.117 5.225 -1.387
-6.136 8.134 0.430
0.685 0.753 -1.401
-0.309 4.423 0.770
3.413 1.945 -4.189
-10.836 5.266 -1.291
1.748 -0.167 -1.121
1.263 -2.760 -0.022
8.434 7.724 0.913
-0.986 0.639 0.231
0.895 -6.155 4.301
-4.730 0.943 3.301
-2.011 13.361 -2.333
1.040 -0.675 -0.134
-2.108 -1.549 -2.401
0.876 7.188 13.828
-1.850 -3.293 -1.075
0.194 -1.990 0.318
1.216 2.210 -0.897
-5.027 -10.179 2.152
-0.838 6.389 -0.885
-2.498 7.683 -12.590
-2.603 1.573 -0.823
0.648 -1.498 0.136
6.869 -1.291 1.039
-1.866 -0.189 0.161
7.797 -7.757 0.804
-2.224 5.068 -0.301
1.515 5.534 -6.959
-5.506 -10.755 2.798
-2.671 -8.939 1.681
2.816 0.209 0.163
-2.387 -2.595 3.507
5.878 -7.411 -2.428
-0.265 1.981 1.734
-6.144 -4.572 -8.251
-1.775 -1.313 2.353
2.543 -0.321 -0.729
1.249 0.193 -0.293
4.088 -5.818 -3.398
1.568 -7.252 6.620
1.156 2.154 -0.614
2.963 -3.037 3.019
5.331 3.593 -1.272
-3.205 0.014 -0.315
-1.602 -0.579 0.597
6.991 -7.300 1.387

- Kohn-Sham gap: 0.28107 hartree
- ΔE to the lowest compared entry with this formula, charge and spin: 453.2 kcal per mole

***

Record 2
The following is a quantum chemistry calculation of 2 unconnected molecules or ions with the total composition C3H2O2S2, from OMol25.

Cartesian coordinates (Å):
C: -0.652 -0.263 -0.255
C: -0.924 0.696 1.835
H: -0.545 -1.343 0.258
H: -0.831 1.790 -0.228
S: 1.974 -1.081 -1.441
O: -1.154 0.261 2.889
O: 2.429 0.177 -0.942
C: -0.678 0.869 0.438
S: 0.381 -1.105 -2.554

Cartesian forces, eV/Å:
-0.274 -4.618 0.481
0.184 -1.009 0.327
-0.232 2.478 -0.668
0.288 -0.682 2.161
-1.650 -2.451 -1.670
0.501 1.176 -2.433
0.569 2.048 0.495
-1.033 2.623 0.241
1.647 0.435 1.066

- Kohn-Sham gap: 0.24097 hartree
- ΔE to the lowest compared entry with this formula, charge and spin: 124.8 kcal per mole

***

Record 3
The following is a quantum chemistry calculation of C4H8O2 in the gas phase, from OMol25.

Cartesian coordinates (Å):
C: 0.572 -0.529 -0.077
H: -0.218 0.979 -1.372
H: -1.483 0.526 1.242
O: 0.026 -0.957 1.180
C: -1.286 -0.478 0.837
H: -2.074 -1.171 1.142
H: 1.192 -1.292 -0.564
C: 1.443 0.735 0.136
H: -1.207 -1.296 -1.214
H: 0.878 1.596 0.512
H: 2.013 1.056 -0.749
O: -1.149 0.755 -1.348
H: 2.191 0.495 0.906
C: -0.899 -0.418 -0.631

Cartesian forces, eV/Å:
0.097 -0.147 -0.109
-0.105 1.581 -0.894
0.042 -0.201 -0.013
0.095 -0.176 0.435
-0.288 -0.021 0.146
0.092 0.047 -0.005
-0.159 -0.046 0.254
-0.178 -0.068 -0.063
0.122 0.076 0.246
-0.050 -0.202 -0.084
-0.277 -0.196 0.042
0.376 -0.076 0.013
-0.272 -0.093 -0.219
0.506 -0.477 0.251

- Kohn-Sham gap: 0.39690 hartree
- ΔE to the lowest compared entry with this formula, charge and spin: 53.4 kcal per mole

***

Record 4
The following is a quantum chemistry calculation of 5 unconnected molecules or ions with the total composition C10H20O20S5, from OMol25.

Cartesian coordinates (Å):
O: 1.794 2.215 -0.098
C: 3.138 0.060 -2.816
S: -1.068 -6.888 2.809
O: -2.312 -6.337 2.120
H: 4.200 -0.145 -2.681
C: -0.435 -0.932 0.649
C: -0.217 4.326 -2.249
H: -3.838 1.638 2.829
O: 0.135 -6.831 1.646
O: 2.742 2.358 -2.507
H: 3.636 1.766 -4.175
O: -3.965 2.122 0.724
O: -0.409 1.200 -1.809
C: -0.560 4.085 -3.735
S: 1.674 -0.992 1.996
S: -3.824 3.730 0.755
H: -3.066 0.530 1.625
H: 2.711 -0.816 -3.304
H: 1.394 -4.691 3.769
C: 0.605 -4.959 3.066
O: 4.242 2.089 -0.527
O: -2.261 3.576 1.393
O: 2.883 -0.083 2.171
O: -1.155 -8.127 3.601
O: 2.675 0.261 -1.531
H: 0.044 -4.150 2.599
H: -0.952 -1.472 1.442
C: 1.199 -5.966 1.998
C: 0.531 -1.793 -0.133
O: -4.719 4.181 1.796
C: 2.829 1.410 -3.534
H: 0.772 3.975 -1.955
O: 1.226 -1.786 3.128
S: -1.429 2.201 -2.279
H: -0.179 5.393 -2.031
H: 0.080 -2.754 -0.381
H: -1.138 4.778 -4.346
O: 1.713 -1.863 0.644
H: -1.087 1.866 1.982
O: -1.197 2.869 -3.836
O: 0.510 -0.127 1.301
O: -0.227 -5.770 3.736
H: -2.044 2.804 3.106
S: 2.882 1.792 -0.954
H: 0.901 -1.255 -1.006
H: 1.915 -6.675 2.414
O: -3.880 4.258 -0.591
O: -2.868 1.835 -2.054
H: 1.598 -5.427 1.138
H: 1.915 1.433 -4.126
C: -3.315 1.562 1.876
O: -1.187 3.658 -1.577
C: -2.050 2.360 2.110
H: 0.473 3.968 -4.063
H: -1.039 -0.461 -0.127

Cartesian forces, eV/Å:
1.154 -0.913 -1.640
1.339 0.760 -1.232
-1.492 0.856 -1.122
4.306 -1.698 2.658
0.259 0.233 -0.701
0.816 -1.383 -0.296
1.232 1.977 -1.306
-0.962 -0.194 -0.218
-2.222 -0.550 0.328
-0.594 1.372 2.255
0.118 -0.429 -0.076
0.316 0.693 0.729
-2.602 3.111 -2.006
2.728 0.898 -0.015
2.913 1.973 0.239
-2.743 -0.800 -2.059
-0.382 -0.029 0.081
-0.477 0.180 0.361
-0.151 0.595 -0.250
1.983 -0.715 -2.267
-2.418 -1.022 -0.738
0.704 0.308 -0.221
-4.531 -3.492 -1.013
0.456 3.132 -2.163
-1.424 0.508 3.400
0.436 0.352 0.009
-0.579 -0.222 -0.402
0.237 0.530 0.845
-0.167 -0.105 -0.827
2.098 -0.064 -0.794
0.739 -0.575 -0.470
0.046 -0.446 -0.377
0.344 1.227 -1.872
-1.731 -1.425 0.785
-0.662 -0.022 0.238
0.540 -0.215 0.108
0.152 0.421 0.613
1.713 -1.495 1.592
0.562 0.158 -0.571
-1.131 -3.581 2.478
-0.464 3.076 2.008
-3.902 -2.858 1.893
0.480 -0.055 0.936
1.467 0.334 -1.358
-0.658 -0.109 -0.298
0.593 0.734 0.271
0.915 -0.966 3.290
4.351 1.115 -0.878
-0.215 -0.358 -0.191
-0.204 -0.311 0.261
0.883 -0.609 -0.602
-2.077 -2.378 1.784
-1.769 1.544 -0.634
-0.166 0.177 -1.281
-0.161 0.752 0.718

- Kohn-Sham gap (alpha / beta): 0.30744 / 0.08284 hartree
- Multiplicity: 2
- Net charge: +1
- ΔE to the lowest compared entry with this formula, charge and spin: 16.1 kcal per mole

***

Record 5
The following is a quantum chemistry calculation of C5H11NO in the gas phase, from OMol25.

Cartesian coordinates (Å):
H: 1.911 0.470 1.233
H: 1.055 -1.049 1.779
C: -2.357 0.316 0.182
H: -1.228 -1.550 0.371
H: 1.863 0.018 -2.378
H: -1.363 1.900 0.511
H: -2.357 0.300 -0.921
C: 2.189 0.058 -1.337
O: -2.281 1.630 0.677
C: 1.208 -0.327 0.985
H: 0.257 -0.911 -0.874
N: 0.070 0.258 0.351
C: -1.176 -0.492 0.700
H: 2.271 1.101 -1.018
H: -3.311 -0.106 0.520
H: 3.197 -0.382 -1.296
C: 1.212 -0.663 -0.446
H: -1.218 -0.505 1.798

Cartesian forces, eV/Å:
0.258 -0.493 0.033
-0.020 -0.142 0.006
-0.025 -0.328 -0.129
0.303 0.379 -0.104
0.034 0.131 0.064
-0.161 0.046 0.106
-0.010 0.045 0.133
-0.125 0.172 -0.102
0.123 0.250 -0.131
-0.108 -0.036 0.504
0.683 -2.580 -0.795
0.112 0.857 0.837
0.157 0.259 -0.009
0.053 -0.011 -0.168
0.219 0.002 -0.036
-0.369 -0.022 0.172
-1.098 1.473 -0.224
-0.024 -0.001 -0.157

- Kohn-Sham gap: 0.37466 hartree
- ΔE to the lowest compared entry with this formula, charge and spin: 89.0 kcal per mole

***

Record 6
The following is a quantum chemistry calculation of a molecular structure, C11H22CoFNO6PS, from OMol25.

Cartesian coordinates (Å):
H: 0.264 3.821 -2.562
H: 3.323 -6.002 -1.976
H: 0.296 1.236 -1.883
C: -1.728 1.225 -2.215
H: -1.102 4.241 1.000
H: 0.608 2.238 1.118
S: 0.031 2.518 3.439
H: 0.438 -4.803 1.770
H: 1.766 -5.794 -0.831
H: -2.192 3.287 3.608
P: 2.437 -3.152 -0.286
H: -1.860 0.227 -1.824
H: -0.057 -1.663 -0.754
O: 1.350 -3.165 -1.567
C: -0.144 1.759 1.745
C: -0.544 3.108 -2.627
H: -2.246 1.482 1.786
H: 0.534 -1.655 -2.471
C: -1.915 3.455 -2.706
H: -3.666 2.210 -2.913
H: -2.705 3.742 1.417
O: -0.228 1.617 4.533
H: -1.749 1.999 0.231
O: 3.230 -4.578 -0.452
O: 3.398 -1.993 -0.314
C: -1.318 3.673 3.083
H: -0.382 -3.220 1.798
O: 1.584 -3.287 1.094
C: 0.250 -2.263 -1.612
C: -1.491 2.087 1.286
H: -0.673 -2.823 -1.757
C: 0.249 -3.887 1.209
N: -0.469 1.756 -2.289
H: 0.151 0.713 1.831
H: 2.981 -6.697 -0.328
H: -1.134 4.664 3.496
C: -1.654 3.523 1.607
O: 1.342 3.222 3.399
C: -2.607 2.238 -2.706
C: 2.839 -5.858 -1.010
Co: 3.657 0.113 -0.806
H: -2.256 4.443 -2.980
F: 1.673 0.447 -0.892
H: -0.278 -4.205 0.309

Cartesian forces, eV/Å:
0.327 -0.526 -0.111
-0.692 0.041 0.045
0.811 0.295 0.047
-0.653 1.733 -1.776
0.378 -0.454 -0.228
0.103 0.131 0.217
2.570 1.183 -2.082
-0.253 0.061 0.181
-0.510 -0.423 -1.872
0.102 -0.149 0.373
-0.801 -1.446 -1.368
-0.202 0.005 -0.436
1.250 0.195 0.399
2.091 -0.823 3.328
1.922 -1.089 0.773
-1.408 -0.092 1.458
-0.130 0.071 0.336
-0.859 0.444 0.223
2.652 -0.877 -1.532
-0.035 -0.516 0.331
-0.083 0.466 0.305
-0.423 0.158 -0.269
0.712 -0.483 -0.224
0.353 2.157 0.397
-1.209 -1.378 0.353
-0.914 -0.012 0.992
0.230 0.072 -0.145
0.106 0.606 -2.035
-0.769 0.386 -0.941
-1.119 -0.469 -1.017
0.184 -0.382 -0.699
0.743 -0.632 0.721
-0.798 1.086 0.273
-0.233 -0.071 0.017
1.353 0.283 0.230
0.359 -0.076 -0.287
-0.979 1.690 0.584
-2.225 -0.892 0.412
-0.371 -1.037 1.931
-1.591 0.917 1.488
-1.568 -0.253 0.084
-0.162 -0.158 -0.024
1.245 -0.256 -0.020
0.497 0.516 -0.431

- Kohn-Sham gap (alpha / beta): 0.26947 / 0.26578 hartree
- Multiplicity: 5

***

For each record above, in turn, the calculated DFT total energy values are -1314.32613; -1062.17203; -307.62740; -3888.10315; -326.98948; -3160.63840 hartree.
For each record above, in turn, the calculated F_max values are 15.61; 4.65; 1.82; 5.81; 2.79; 4.02 eV/Å.